{"formula": "C4H3IO2", "method": "ωB97M-V with the def2-TZVPD basis set", "homo_ev": [-8.54, -8.54], "gap_ha": [0.3134, 0.3135], "total_charge": 0, "de_lowest_ev": 2.860, "symbols": ["C", "C", "C", "C", "O", "O", "I", "H", "H", "H"], "coordinates": [[-0.662, 0.105, -0.883], [0.018, 1.199, -0.625], [1.066, 0.353, 1.332], [-0.247, -1.110, -0.026], [1.668, 0.917, 2.198], [0.553, -0.779, 1.139], [0.085, 3.165, -1.296], [-1.461, -0.203, -1.474], [-1.220, -1.742, 0.279], [0.201, -1.905, -0.643]], "nbo_charge": [-0.383, -0.355, 0.931, -0.074, -0.507, -0.470, 0.220, 0.223, 0.206, 0.210]}